# 1
Here is a structure of composition C42H34N6O4PRuS from the Open Molecules 2025 dataset. Energies are from the ωB97M-V functional and the def2-TZVPD basis.

Properties
HOMO (spin up / spin down) ... -0.01110 / -0.07711 hartree
Kohn-Sham gap (spin up / spin down) ... 4.45 / 6.24 eV
ΔE to the lowest compared entry with this formula, charge and spin ... 1.7172 eV
E_LUMO (spin up / spin down) ... 4.14 / 4.14 eV

```
! wB97M-V def2-TZVPD RIJCOSX def2/J DEFGRID3
* xyz -2 2
Ru 0.25 0.67 0.49
O -1.14 1.85 1.64
C -2.32 1.74 2.15
C -3.23 0.67 2.23
C -4.51 1.00 2.74
C -5.56 0.11 2.74
C -5.43 -1.18 2.22
C -4.17 -1.56 1.79
C -3.05 -0.71 1.84
O -1.94 -1.34 1.48
N -6.84 0.54 3.27
O -6.95 1.66 3.74
O -7.76 -0.27 3.30
H -2.70 2.67 2.60
H -4.68 2.00 3.10
H -6.27 -1.86 2.19
H -4.00 -2.55 1.40
C 6.07 -1.85 -0.17
C 5.60 -0.70 0.45
C 4.30 -0.25 0.23
C 3.45 -0.96 -0.62
C 3.93 -2.11 -1.24
C 5.23 -2.55 -1.02
P 1.74 -0.34 -0.93
C 1.00 -1.79 -1.77
C 0.48 -1.74 -3.06
C -0.18 -2.84 -3.59
C -0.33 -4.00 -2.85
C 0.20 -4.07 -1.56
C 0.85 -2.97 -1.03
C 1.94 0.85 -2.29
C 2.85 0.74 -3.31
C 2.83 1.68 -4.37
C 1.89 2.67 -4.39
C 0.94 2.80 -3.35
C -0.07 3.80 -3.35
C -0.95 3.86 -2.31
C -0.85 2.99 -1.21
C 0.12 2.02 -1.13
C 0.99 1.90 -2.26
H 7.08 -2.20 0.01
H 6.25 -0.14 1.12
H 3.95 0.65 0.70
H 3.29 -2.67 -1.91
H 5.58 -3.45 -1.51
H 0.56 -0.83 -3.64
H -0.61 -2.78 -4.58
H -0.87 -4.84 -3.25
H 0.08 -4.96 -0.97
H 1.26 -3.02 -0.03
H 3.58 -0.06 -3.31
H 3.56 1.60 -5.17
H 1.85 3.38 -5.21
H -0.13 4.48 -4.19
H -1.74 4.61 -2.32
H -1.56 3.10 -0.39
S 1.81 1.18 2.23
C 1.58 2.34 0.98
N 0.86 3.53 1.33
C 1.02 4.69 0.69
C 2.03 4.87 -0.20
C 2.87 3.73 -0.41
N 2.70 2.57 0.12
H 0.00 3.32 1.83
H 0.30 5.47 0.93
H 2.18 5.80 -0.73
H 3.73 3.81 -1.08
C -0.50 -0.51 4.13
C -0.14 -1.56 3.07
C -0.92 -2.85 3.40
C 1.34 -1.94 3.13
C -0.49 -1.10 1.64
H -0.20 -0.86 5.12
H -1.58 -0.35 4.14
H -0.01 0.44 3.92
H -0.58 -3.25 4.37
H -0.75 -3.61 2.64
H -1.99 -2.67 3.46
H 1.60 -2.29 4.14
H 2.01 -1.12 2.87
H 1.55 -2.76 2.44
H -0.16 -1.92 1.00
N -1.27 -0.09 -0.73
C -2.13 -0.55 -1.35
C -3.17 -1.17 -2.04
C -3.98 -0.45 -2.95
N -4.64 0.12 -3.71
C -3.38 -2.55 -1.85
N -3.55 -3.69 -1.70
*
```

# 2
Here is an isolated molecule of C6H12 from the Open Molecules 2025 dataset. Energies are from the ωB97M-V functional and the def2-TZVPD basis.

Properties
HOMO ... -0.36466 hartree
Kohn-Sham gap ... 11.16 eV
ΔE to the lowest compared entry with this formula, charge and spin ... 1.7352 eV
E_LUMO ... 1.23 eV
SMILES ... CC(C)C1CC1

```
! wB97M-V def2-TZVPD RIJCOSX def2/J DEFGRID3
* xyz 0 1
C 1.89 -0.29 0.35
C 0.40 -0.51 0.21
C -0.12 -0.94 1.54
C -0.36 0.71 -0.33
C -1.82 0.64 -0.73
C -0.66 0.77 -1.84
H 2.42 0.04 -0.56
H 2.12 0.53 1.10
H 2.47 -1.17 0.83
H 0.13 -1.31 -0.44
H 0.00 -0.09 2.25
H -1.15 -1.32 1.56
H 0.61 -1.71 1.89
H -0.11 1.64 0.19
H -2.43 1.62 -0.50
H -2.46 -0.27 -0.82
H -0.51 1.77 -2.25
H -0.41 -0.13 -2.45
*
```

# 3
Here is a structure of composition C16H31AlFI2O2 from the Open Molecules 2025 dataset. Energies are from the ωB97M-V functional and the def2-TZVPD basis.

Properties
HOMO ... -0.17396 hartree
Kohn-Sham gap ... 7.13 eV
E_LUMO ... 2.39 eV

```
! wB97M-V def2-TZVPD RIJCOSX def2/J DEFGRID3
* xyz -1 1
C 5.82 0.87 2.43
C 6.01 -0.12 1.23
C 5.15 0.10 -0.05
C 4.19 1.31 -0.08
C 3.53 1.56 -1.47
C 2.51 0.46 -1.89
C 1.21 0.43 -0.98
C 0.03 -0.15 -1.84
Al -1.71 -0.42 -0.86
C -1.61 -1.66 0.76
C -1.48 -3.16 0.28
C -0.37 -3.91 1.06
F 0.88 -3.76 0.46
O -3.10 -0.80 -2.06
C -3.96 0.27 -2.25
C -3.81 1.27 -0.99
C -5.10 1.75 -0.26
I -4.61 3.73 0.57
C -5.70 0.79 0.81
C -5.27 1.09 2.29
I -5.40 -1.32 0.46
O -2.66 1.04 -0.22
H 5.31 0.34 3.26
H 6.83 1.10 2.83
H 5.36 1.84 2.19
H 5.82 -1.14 1.61
H 7.09 -0.14 0.94
H 4.55 -0.82 -0.24
H 5.84 0.19 -0.92
H 4.79 2.22 0.14
H 3.38 1.28 0.68
H 4.30 1.62 -2.28
H 3.02 2.54 -1.46
H 2.14 0.73 -2.90
H 2.97 -0.54 -1.99
H 1.46 -0.25 -0.14
H 1.03 1.47 -0.64
H 0.38 -1.17 -2.16
H -0.07 0.43 -2.78
H -0.75 -1.33 1.39
H -2.56 -1.54 1.32
H -1.30 -3.19 -0.82
H -2.43 -3.69 0.51
H -0.58 -5.00 1.09
H -0.33 -3.55 2.11
H -5.04 -0.05 -2.15
H -3.92 0.81 -3.21
H -3.50 2.21 -1.53
H -5.88 1.95 -1.02
H -6.80 0.96 0.79
H -4.18 1.08 2.40
H -5.74 2.01 2.68
H -5.72 0.27 2.89
*
```

# 4
Here is an isolated molecule of C7H9FOS from the Open Molecules 2025 dataset. Energies are from the ωB97M-V functional and the def2-TZVPD basis.

Properties
HOMO ... -0.29670 hartree
Kohn-Sham gap ... 8.13 eV
ΔE to the lowest compared entry with this formula, charge and spin ... 4.0600 eV
E_LUMO ... 0.05 eV

```
! wB97M-V def2-TZVPD RIJCOSX def2/J DEFGRID3
* xyz 0 1
C -0.06 1.07 2.04
C 0.97 1.45 -0.27
C 0.54 1.86 0.91
C -1.20 -0.70 -0.98
C -0.57 -0.17 1.94
C 1.08 -0.06 -0.54
C 0.07 -0.52 -1.64
O -1.96 0.65 -0.97
F 0.47 3.24 1.11
S -2.59 -0.42 -1.88
H 0.04 1.59 2.91
H 1.25 2.09 -1.07
H -0.55 -0.69 1.00
H -0.68 -0.80 2.83
H 2.12 -0.21 -0.84
H 1.01 -0.67 0.36
H 0.29 -1.58 -1.97
H 0.02 0.10 -2.57
H -3.38 -1.02 -0.94
*
```

# 5
Here is a structure of composition C31H26BCoN8O2P from the Open Molecules 2025 dataset. Energies are from the ωB97M-V functional and the def2-TZVPD basis.

Properties
HOMO (spin up / spin down) ... -0.48885 / -0.48885 hartree
Kohn-Sham gap (spin up / spin down) ... 3.42 / 3.45 eV
E_LUMO (spin up / spin down) ... -9.88 / -9.85 eV

```
! wB97M-V def2-TZVPD RIJCOSX def2/J DEFGRID3
* xyz 2 2
Co -1.46 -0.17 -0.29
C 1.02 -0.94 3.05
C 0.65 -1.29 1.76
N -0.41 -0.56 1.39
N -0.74 0.24 2.42
C 0.11 0.03 3.43
B -2.09 1.01 2.42
N -3.17 -0.04 2.03
C -4.25 -0.52 2.65
C -4.92 -1.37 1.79
C -4.17 -1.35 0.62
N -3.12 -0.55 0.78
N -2.14 2.06 1.30
C -2.76 3.26 1.33
C -2.75 3.79 0.05
C -2.11 2.84 -0.73
N -1.74 1.81 0.04
N -2.20 1.79 3.71
C -2.90 1.79 4.85
C -2.51 2.89 5.60
C -1.53 3.52 4.81
N -1.33 2.82 3.73
H 1.83 -1.35 3.63
H 1.07 -2.04 1.12
H 0.03 0.57 4.36
H -4.48 -0.26 3.66
H -5.83 -1.91 1.98
H -4.35 -1.86 -0.31
H -3.17 3.67 2.23
H -3.16 4.73 -0.26
H -1.90 2.87 -1.78
H -3.64 1.04 5.09
H -2.83 3.17 6.58
H -0.96 4.40 5.02
O -1.89 1.05 -3.58
C -0.90 0.49 -3.20
O -0.83 -0.24 -2.11
C 0.43 0.59 -3.88
C 0.55 1.10 -5.17
C 1.81 1.30 -5.70
C 2.94 1.00 -4.95
C 2.83 0.46 -3.68
C 1.56 0.24 -3.14
P 1.32 -0.55 -1.54
C 2.86 -0.35 -0.58
C 3.54 -1.46 -0.06
C 4.68 -1.26 0.69
C 5.11 0.03 0.98
C 4.42 1.13 0.50
C 3.28 0.94 -0.27
C 1.05 -2.31 -1.87
C -0.03 -2.98 -1.32
C -0.22 -4.32 -1.58
C 0.67 -5.00 -2.40
C 1.75 -4.33 -2.96
C 1.95 -2.98 -2.70
H -0.34 1.35 -5.73
H 1.92 1.71 -6.69
H 3.93 1.19 -5.35
H 3.71 0.21 -3.10
H 3.20 -2.46 -0.28
H 5.22 -2.11 1.07
H 5.98 0.17 1.61
H 4.76 2.13 0.73
H 2.72 1.79 -0.62
H -0.74 -2.43 -0.69
H -1.06 -4.85 -1.15
H 0.52 -6.04 -2.61
H 2.44 -4.85 -3.60
H 2.78 -2.45 -3.14
*
```

# 6
Here is a structure of composition CHClNO2P from the Open Molecules 2025 dataset. Energies are from the ωB97M-V functional and the def2-TZVPD basis.

Properties
HOMO ... -0.36702 hartree
Kohn-Sham gap ... 8.35 eV
ΔE to the lowest compared entry with this formula, charge and spin ... 2.4855 eV
E_LUMO ... -1.64 eV

```
! wB97M-V def2-TZVPD RIJCOSX def2/J DEFGRID3
* xyz 0 1
C -0.28 -0.23 -1.41
N 0.58 0.71 1.47
O 0.19 -0.98 -2.20
O 0.18 -1.78 1.76
P 0.05 -0.61 0.91
Cl -1.01 1.22 -1.63
H 0.29 1.66 1.11
*
```

# 7
Here is a structure of composition C28H27BiN3SSi from the Open Molecules 2025 dataset. Energies are from the ωB97M-V functional and the def2-TZVPD basis.

Properties
HOMO (spin up / spin down) ... -0.39172 / -0.35136 hartree
Kohn-Sham gap (spin up / spin down) ... 6.56 / 6.23 eV
ΔE to the lowest compared entry with this formula, charge and spin ... 1.9774 eV
E_LUMO (spin up / spin down) ... -4.10 / -3.33 eV

```
! wB97M-V def2-TZVPD RIJCOSX def2/J DEFGRID3
* xyz 1 1
C 0.44 2.75 2.63
C 0.66 3.25 1.33
C -0.20 2.55 0.43
H 1.32 4.07 1.04
C -0.97 1.57 1.22
C -0.56 1.76 2.60
H -1.03 1.29 3.46
H 0.90 3.14 3.54
H -0.35 2.77 -0.63
H -1.88 1.07 0.89
Bi 0.78 0.03 0.53
C -1.82 -2.53 -3.25
H -1.42 -1.93 -4.13
H -0.95 -3.00 -2.75
H -2.33 -1.75 -2.62
Si 0.45 0.38 -1.90
C 1.67 -0.45 -3.02
C 2.61 0.61 -3.14
H 2.50 1.47 -2.46
C 3.55 0.62 -4.15
H 4.17 1.50 -4.24
C 3.67 -0.49 -5.00
H 4.43 -0.45 -5.78
C 2.82 -1.59 -4.84
H 2.97 -2.45 -5.51
C 1.82 -1.60 -3.83
H 1.18 -2.48 -3.73
C -0.75 1.15 -3.11
C -0.23 1.45 -4.39
H 0.84 1.38 -4.58
C -1.05 1.77 -5.45
H -0.61 1.93 -6.44
C -2.44 1.93 -5.25
H -3.09 2.13 -6.11
C -2.96 1.76 -3.96
H -4.02 1.90 -3.79
C -2.13 1.38 -2.90
H -2.55 1.19 -1.90
H -2.78 -4.29 -3.44
H -2.45 -3.39 -3.46
N 0.00 -2.05 5.08
C 0.58 -1.12 5.93
C 0.36 -0.89 7.29
C 0.75 0.39 7.81
C 1.35 1.35 6.97
C 1.61 1.06 5.61
C 1.18 -0.16 5.06
N 0.93 -0.53 3.74
C 0.15 -1.63 3.79
C -0.66 -2.16 2.70
C -1.66 -3.09 2.82
S -2.59 -3.18 1.37
C -1.64 -1.91 0.66
N -0.61 -1.54 1.44
H -0.59 -2.82 5.37
H -0.07 -1.68 7.93
H 0.56 0.64 8.86
H 1.63 2.34 7.37
H 2.08 1.77 4.92
H -1.84 -3.64 3.74
H -1.71 -1.55 -0.36
*
```

# 8
Here is a structure of composition C3H3NO from the Open Molecules 2025 dataset. Energies are from the ωB97M-V functional and the def2-TZVPD basis.

Properties
HOMO ... -0.38587 hartree
Kohn-Sham gap ... 10.79 eV
ΔE to the lowest compared entry with this formula, charge and spin ... 2.7409 eV
E_LUMO ... 0.29 eV

```
! wB97M-V def2-TZVPD RIJCOSX def2/J DEFGRID3
* xyz 0 1
C -0.75 -0.53 -0.03
C 0.73 -0.53 -0.05
C 1.98 -0.44 -0.07
H -0.35 1.46 0.58
H -2.08 1.04 0.18
H 3.04 -0.27 -0.27
N -1.12 0.78 -0.26
O -1.45 -1.51 -0.08
*
```

# 9
Here is a structure of composition C45H41GeN9O6STeV from the Open Molecules 2025 dataset. Energies are from the ωB97M-V functional and the def2-TZVPD basis.

Properties
HOMO (spin up / spin down) ... -0.11202 / -0.17616 hartree
Kohn-Sham gap (spin up / spin down) ... 4.76 / 6.50 eV
ΔE to the lowest compared entry with this formula, charge and spin ... 7.6936 eV
E_LUMO (spin up / spin down) ... 1.71 / 1.71 eV

```
! wB97M-V def2-TZVPD RIJCOSX def2/J DEFGRID3
* xyz -1 3
V 2.32 -8.41 18.30
O 1.52 -7.32 17.48
C -1.48 -8.70 18.51
C -2.29 -8.00 19.45
C -2.77 -8.62 20.59
C -2.38 -9.91 20.79
C -1.53 -10.59 19.96
C -1.10 -10.05 18.76
C -0.22 -10.80 17.80
N 1.22 -10.22 17.58
C 2.02 -11.37 17.43
C 1.34 -12.47 17.80
N 0.04 -12.22 18.19
H -2.49 -6.98 19.19
H -3.37 -8.09 21.35
H -2.71 -10.44 21.68
H -1.30 -11.63 20.21
H 2.98 -11.37 17.08
H 1.67 -13.51 17.85
H -0.57 -12.86 17.72
N 5.67 -8.70 17.41
C 4.86 -8.72 16.30
N 5.61 -8.56 15.19
C 4.88 -8.77 14.08
N 5.50 -8.60 12.87
N 3.60 -9.19 13.97
C 2.94 -9.30 15.16
N 3.52 -8.95 16.40
C 1.65 -9.88 15.19
C 1.34 -10.84 14.21
C 0.32 -11.80 14.33
C -0.66 -11.71 15.32
C -0.49 -10.54 16.27
N 0.73 -9.75 16.22
H 6.47 -8.06 17.30
H 5.14 -8.70 18.26
H 6.17 -7.83 12.84
H 4.83 -8.57 12.10
H 1.92 -10.86 13.32
H 0.29 -12.61 13.64
H -1.44 -12.41 15.40
H -1.40 -9.90 16.09
C 0.71 -2.90 20.36
C 1.53 -2.71 19.23
C 2.45 -3.68 18.87
C 2.47 -4.92 19.54
C 1.58 -5.15 20.58
C 0.65 -4.15 20.93
Ge 3.74 -6.33 18.96
C 4.61 -5.49 17.35
C 5.98 -5.23 17.20
C 6.54 -4.68 16.04
C 5.73 -4.43 14.94
C 4.36 -4.68 15.04
C 3.82 -5.21 16.16
C 5.02 -6.44 20.43
C 6.11 -5.56 20.73
C 6.98 -5.82 21.80
C 6.82 -6.93 22.60
C 5.64 -7.66 22.44
C 4.80 -7.50 21.34
H 0.08 -2.12 20.62
H 1.54 -1.77 18.74
H 3.19 -3.54 18.12
H 1.52 -6.02 21.20
H -0.03 -4.35 21.74
H 6.60 -5.45 18.03
H 7.60 -4.64 15.97
H 6.07 -4.09 13.97
H 3.81 -4.58 14.14
H 2.75 -5.49 16.16
H 6.30 -4.75 20.06
H 7.82 -5.10 21.94
H 7.49 -6.99 23.40
H 5.41 -8.45 23.11
H 3.96 -8.23 21.22
O -0.16 -8.20 21.67
C 0.69 -8.76 21.01
O 1.33 -8.28 19.99
H 0.92 -9.81 21.23
C -2.89 -7.11 16.47
Te -0.87 -7.47 16.95
C -0.63 -5.71 18.18
H -3.36 -8.04 16.14
H -2.91 -6.36 15.68
H -3.48 -6.72 17.30
H 0.00 -5.08 17.55
H -0.17 -6.08 19.10
H -1.55 -5.26 18.45
O 3.92 -12.70 22.66
S 3.49 -12.55 21.30
O 2.30 -13.28 21.04
N 3.15 -11.01 20.81
C 3.88 -10.76 19.80
O 3.61 -9.74 19.11
C 4.99 -11.73 19.43
C 5.94 -11.68 18.41
C 6.81 -12.73 18.18
C 6.79 -13.90 19.00
C 5.72 -13.99 19.92
C 4.91 -12.88 20.14
H 6.11 -10.81 17.74
H 7.66 -12.55 17.52
H 7.39 -14.79 18.73
H 5.47 -14.88 20.51
*
```

For the records above, the corresponding max |F| values read 0.59; 2.59; 4.02; 4.18; 3.34; 4.30; 4.77; 6.85; 3.54 eV Å⁻¹.